Here is the ion C7H9N2O3S with charge -1 at a distorted geometry from OMol25. Energies are from ωB97M-V/def2-TZVPD.

The geometry in XYZ format:
```
22
Properties=species:S:1:pos:R:3:forces:R:3
C -0.0003 -0.8430 -2.3435 0.24 -2.03 4.66
S -1.3765 -0.9083 -1.1104 0.18 -0.06 0.26
C -0.4908 -0.4696 0.5271 0.34 -3.37 -0.90
C -1.5223 -0.7084 1.6201 0.97 -0.10 -0.53
C 0.8586 -1.6186 0.7485 -2.07 3.13 -0.10
O 0.5323 -2.6360 1.2991 0.02 -0.92 0.20
N 2.0357 -1.1861 0.3679 1.31 -0.34 -0.70
C 2.3155 -0.0166 -0.2649 -0.52 -0.47 0.16
O 3.2827 0.1720 -1.0016 -1.03 0.15 0.85
C 1.3094 1.1445 0.0472 -0.54 -1.73 0.78
O 1.6247 2.3012 0.0485 0.79 1.02 -0.34
N -0.0168 0.8031 0.4378 4.76 2.57 -0.93
C -0.8129 1.9660 0.3918 -0.51 1.67 1.99
H -0.3983 -0.4321 -3.1459 -1.63 1.70 -3.98
H 0.3002 -1.8771 -2.4426 0.57 0.10 -0.38
H 0.7473 -0.1993 -1.9230 0.54 0.07 -0.16
H -2.4979 -0.7319 1.2319 -1.55 0.31 -0.71
H -1.4945 0.0950 2.3553 0.30 -0.45 0.41
H -1.3544 -1.7403 1.9129 0.24 0.09 0.89
H -0.4586 2.8020 -0.2111 0.19 -0.73 -0.64
H -1.7254 1.5832 0.0734 -2.24 0.16 -0.42
H -0.8576 2.5004 1.3814 -0.38 -0.77 -0.42
```
Forces are in eV/Å.

## Properties
* energy: -1005.6023 a.u.
* net charge: -1
* E_LUMO: 0.1146 Eh
* highest occupied orbital energy: -4.6 eV
* relative energy (zero: lowest compared OMol25 entry of this formula, charge and spin): 0.3005 eV

Here are the Löwdin charges for atoms 1 to 4, given in e: -0.33 0.83 -0.60 -0.09